C44H88O29 | ωB97M-V/def2-TZVPD

Last column: Löwdin charge in e.
Cartesian coordinates (Å):
O1 -1.43401 -6.19240 -1.37161  -0.14
O2 -1.39028 4.04554 3.61313  -0.01
O3 0.94500 -0.24928 0.12451  0.00
O4 -1.83805 -5.55025 2.16887  0.12
O5 -0.93587 -1.25454 0.87703  0.10
O6 4.98427 -4.25568 -1.41977  0.03
O7 -0.92993 1.84760 -3.31005  0.04
O8 -0.48078 2.32601 -5.44868  0.03
O9 -3.13534 -1.35325 -1.00398  0.00
O10 1.03685 0.99648 3.33555  -0.01
O11 4.64832 -2.12621 -0.70460  0.06
O12 0.78310 0.89025 -4.51046  0.05
O13 -0.17836 3.66076 5.32976  0.01
O14 -0.89249 0.87000 0.53327  0.03
O15 6.69821 -2.97298 -1.28736  0.01
O16 2.89234 2.68283 -1.39483  0.12
O17 -3.86842 0.82325 3.98290  -0.13
O18 3.96117 1.93355 -3.15319  -0.01
O19 4.77897 1.42824 -1.16499  0.00
O20 3.00271 -3.39657 2.01178  -0.17
O21 0.43867 5.58137 -4.29293  -0.15
O22 1.11275 2.94251 2.39501  -0.02
O23 -0.43810 -4.59078 3.69684  -0.01
O24 0.48439 5.26918 4.01564  0.12
O25 3.03390 1.85066 2.75892  0.13
O26 -4.96655 -0.15198 -1.41396  0.12
O27 -4.49804 4.18893 -1.87901  -0.15
O28 -0.85818 -6.65728 3.93521  -0.01
O29 -4.81981 -1.62888 0.26760  -0.01
C1 -5.11775 3.71251 -4.04283  -0.15
C2 5.02093 -4.37263 2.68306  -0.14
C3 1.66103 4.05702 1.76951  -0.04
C4 1.17075 0.12583 -3.37457  -0.01
C5 -0.47175 -3.36288 3.03433  -0.06
C6 -1.66417 3.15040 -5.53480  0.01
C7 2.65341 -4.71599 2.53221  -0.18
C8 -5.14661 1.32995 3.61927  -0.21
C9 3.59663 -4.49682 -1.32874  -0.04
C10 -0.31868 1.97075 -0.22346  0.03
C11 -0.32261 -0.27861 0.52499  -0.66
C12 -4.33537 -0.97347 -0.78330  -0.66
C13 3.85765 -5.20645 3.27973  -0.16
C14 -3.07983 0.72851 2.78561  -0.19
C15 0.18534 6.76619 -3.52808  -0.19
C16 -1.50844 -7.87765 3.60953  -0.05
C17 -1.10096 2.54408 5.59271  0.01
C18 1.27594 4.83964 -3.47641  -0.24
C19 -1.11327 -3.86172 -1.56840  -0.18
C20 5.37625 -3.05472 -1.09561  -0.59
C21 -4.78782 2.38416 -3.34499  -0.18
C22 4.29655 -3.08065 2.53048  -0.22
C23 7.27549 -1.68205 -0.90952  -0.01
C24 3.83742 2.06914 -1.82381  -0.60
C25 0.14834 6.34165 -2.05758  -0.13
C26 4.99481 1.19673 -3.81308  -0.04
C27 -1.74184 4.82687 2.44236  0.00
C28 -5.27786 1.18298 2.10585  -0.16
C29 0.22151 -4.53410 -1.48409  -0.20
C30 -0.25344 1.66620 -4.35678  -0.60
C31 -0.33144 4.43157 4.28303  -0.68
C32 1.59818 -1.51268 -0.07654  -0.02
C33 -0.15903 -5.92134 -1.96578  -0.22
C34 -3.85331 1.42853 1.65253  -0.15
C35 -4.52944 2.73401 -1.92630  -0.20
C36 -1.14208 -5.58192 3.17593  -0.57
C37 0.58084 4.84318 -2.13249  -0.14
C38 1.60128 -0.26664 3.74983  0.00
C39 4.70587 1.25436 0.25022  -0.01
C40 -4.02404 -2.48992 1.16554  0.01
C41 -5.40060 4.64545 -2.86063  -0.22
C42 1.83364 1.92370 2.81850  -0.60
C43 -2.14955 -4.93544 -1.19383  -0.15
C44 -2.44335 -0.72464 -2.09831  0.01
H1 4.25381 -2.57315 3.48883  0.12
H2 -5.62830 1.68916 -3.46479  0.12
H3 -0.87990 6.40969 -1.68324  0.11
H4 -0.96159 2.76262 0.11666  0.09
H5 -2.60514 -7.72881 3.80577  0.11
H6 -0.44072 1.74022 -1.26110  0.06
H7 -2.72302 -1.16522 -3.03226  0.11
H8 3.69121 1.18898 0.56486  0.06
H9 -1.20279 5.78122 2.47291  0.11
H10 -1.50274 4.28555 1.54131  0.07
H11 -2.81161 4.93925 2.43207  0.09
H12 -6.00542 1.86940 1.67614  0.12
H13 1.72890 -4.65278 3.07739  0.09
H14 -6.00112 3.65608 -4.69523  0.11
H15 -1.28936 -3.60115 -2.62747  0.12
H16 2.05673 -0.70857 2.84808  0.09
H17 3.92398 -6.30361 3.13518  0.12
H18 2.31632 -0.22468 4.59229  0.11
H19 -2.23882 2.96232 -4.68433  0.04
H20 3.08902 -3.76808 -1.98849  0.09
H21 -1.22138 -2.97819 -0.93950  0.08
H22 4.84380 1.41348 -4.87010  0.10
H23 -2.52914 -4.98977 -0.18182  0.09
H24 0.22976 -2.66942 3.49960  0.07
H25 -4.26479 4.09257 -4.62334  0.10
H26 5.19702 0.25529 0.48242  0.10
H27 -0.17258 -5.91959 -3.07933  0.13
H28 -2.81355 -0.33995 2.53629  0.11
H29 0.70540 -0.82549 4.03898  0.08
H30 -0.71903 7.23884 -3.89021  0.12
H31 1.28856 4.51028 -1.37392  0.08
H32 -3.72270 0.97882 0.64005  0.10
H33 -2.14736 2.85849 5.57171  0.10
H34 -2.12021 1.22451 2.90284  0.09
H35 -3.92956 1.87713 -3.75872  0.09
H36 -0.25398 4.14277 -2.14445  0.10
H37 -5.22678 2.33630 4.04729  0.12
H38 3.16116 -4.30500 -0.33375  0.09
H39 3.47425 -5.50939 -1.69290  0.11
H40 5.97971 1.44922 -3.44823  0.09
H41 -1.26820 4.16727 -5.50699  0.09
H42 5.23664 -4.80050 1.72267  0.11
H43 -2.21409 3.01296 -6.48497  0.11
H44 -1.41205 -0.88957 -1.83970  0.06
H45 1.34967 -2.27980 0.65651  0.07
H46 0.31763 -0.43859 -3.01516  0.08
H47 0.51674 -4.57404 -0.40690  0.12
H48 5.18409 2.08136 0.77399  0.11
H49 2.67621 -1.34771 -0.09433  0.07
H50 0.50527 -6.71707 -1.61380  0.12
H51 2.26448 5.33801 -3.41447  0.13
H52 -6.43885 4.58613 -2.41480  0.14
H53 1.05442 -4.14050 -2.11816  0.10
H54 -4.61253 -2.41261 2.09662  0.10
H55 1.43666 3.86889 -3.95788  0.12
H56 6.75551 -0.89530 -1.43007  0.07
H57 2.11749 3.71430 0.83091  0.08
H58 0.72768 2.16672 0.01951  0.08
H59 -1.47163 -2.88584 3.09655  0.11
H60 1.34591 -1.95766 -1.06531  0.09
H61 1.05417 7.39287 -3.73143  0.11
H62 -0.93724 1.76060 4.84200  0.08
H63 -3.00349 -2.12455 1.29710  0.05
H64 5.83674 -4.30721 3.38858  0.12
H65 -5.29010 2.40862 -1.23816  0.10
H66 -4.07414 -3.53811 0.80296  0.09
H67 4.75548 -2.40767 1.77361  0.12
H68 -5.54992 0.13726 1.89417  0.11
H69 4.96367 0.10225 -3.66363  0.09
H70 -5.94829 0.72901 4.08062  0.12
H71 -0.15419 -3.47773 1.99357  0.08
H72 -5.14516 5.66432 -3.12585  0.11
H73 -0.72265 2.27152 6.57330  0.10
H74 -1.37486 -8.24230 2.57551  0.11
H75 2.30797 4.58241 2.47366  0.11
H76 0.80711 6.94047 -1.44038  0.10
H77 1.95189 -0.60287 -3.61279  0.11
H78 -2.65366 0.32168 -2.15211  0.07
H79 -3.59091 2.49993 1.66201  0.11
H80 1.54512 0.80444 -2.61267  0.08
H81 0.83803 4.71399 1.50080  0.08
H82 -2.90810 -4.83683 -1.97388  0.12
H83 -1.16395 -8.58827 4.32361  0.08
H84 3.76323 -5.08253 4.36549  0.12
H85 2.45250 -5.40700 1.69435  0.12
H86 8.33551 -1.71675 -1.15913  0.10
H87 -3.58524 2.31588 -1.53557  0.11
H88 7.13631 -1.48937 0.17660  0.10

Properties
LUMO level = 0.231 eV
HOMO energy = -9.1 eV
Frontier orbital gap = 9.4 eV
Charge = 0